This record from the OMol25 dataset describes a 6-piece molecular cluster, C18H18F6O18 overall at a distorted geometry. The level of theory is wB97M-V/def2-TZVPD.

Structure (XYZ):
```
60
Properties=species:S:1:pos:R:3:forces:R:3
O -2.3095 0.6523 4.0017 0.33 -0.01 -0.41
C -1.5790 0.3787 3.0916 -2.09 0.48 1.98
O -1.8961 0.3388 1.8347 -3.23 1.53 -0.84
C -0.8972 -0.1881 1.0927 1.67 -2.02 -2.15
C 0.3193 0.0078 1.9791 -0.99 -1.35 0.08
F 0.9268 1.2175 1.8147 0.31 -0.15 -0.01
O -0.3373 -0.0026 3.2184 3.01 -0.19 1.48
H -1.0764 -1.3156 1.0416 0.40 1.35 -0.45
H -0.8433 0.2937 0.0963 -0.03 -0.42 0.60
H 0.9696 -0.8731 1.9928 0.60 0.85 -0.28
O 2.0766 -1.2046 -1.4490 -0.22 1.11 0.13
C 1.9415 -2.2785 -0.9909 -0.82 0.43 -0.36
O 2.5159 -3.3534 -1.4769 1.12 -1.36 0.37
C 2.3116 -4.4357 -0.5586 -0.20 -0.40 -0.67
C 1.4668 -3.8582 0.5150 -0.49 -0.20 1.92
F 2.1867 -3.7090 1.7191 -0.49 0.30 -1.01
O 1.0536 -2.6248 0.0110 0.68 0.05 0.52
H 1.6548 -5.1458 -1.0354 0.31 -0.63 -0.49
H 3.2402 -4.8753 -0.1949 -0.06 0.18 -0.20
H 0.6089 -4.4988 0.7748 0.21 0.54 -0.08
O -1.2275 5.5122 -1.5371 0.80 -0.83 0.75
C -0.3099 4.7704 -1.2539 -2.98 3.90 0.36
O 0.4286 4.9115 -0.1270 0.52 -1.46 -1.33
C 1.4836 3.9234 -0.2645 0.15 -0.45 1.33
C 1.1759 3.1712 -1.5472 -0.11 -0.54 0.35
F 0.7566 1.9211 -1.1557 0.03 -0.12 -0.54
O 0.0586 3.8443 -2.0939 2.03 -1.74 -0.50
H 2.4648 4.4245 -0.2205 -0.49 -0.29 -0.03
H 1.3601 3.1181 0.5128 0.42 1.26 -0.38
H 2.0099 3.0307 -2.2470 -0.53 0.22 -0.06
O -2.6665 1.9056 -0.8255 0.40 -0.14 0.20
C -3.3868 2.6850 -1.3656 1.66 -2.61 1.18
O -3.7969 3.7965 -0.8412 -0.76 0.85 0.17
C -4.5771 4.4295 -1.8244 -0.22 2.06 -0.17
C -4.5381 3.5414 -3.0447 -0.48 1.01 0.97
F -3.8067 4.1621 -3.9846 0.59 0.00 -1.15
O -3.9030 2.4188 -2.5722 -0.37 -0.44 -1.17
H -5.5992 4.5926 -1.5139 -0.16 0.01 0.52
H -4.0812 5.3885 -2.0336 -0.37 -0.21 -0.10
H -5.5324 3.3630 -3.4236 -0.11 -0.55 -0.44
O 4.9832 -1.5401 1.8382 -1.23 1.50 -0.11
C 4.7673 -0.3958 2.1491 2.72 -1.98 0.47
O 5.7941 0.3901 2.5926 -1.66 1.23 0.12
C 5.1523 1.5890 3.1397 2.00 0.19 0.79
C 3.7763 1.6125 2.5841 -0.54 -0.18 -1.06
F 3.7345 2.4376 1.4369 0.16 -1.02 0.55
O 3.6056 0.2415 2.2527 -1.56 0.74 -0.60
H 5.1829 1.5084 4.2424 -0.18 0.06 -0.53
H 5.7326 2.4601 2.8196 -0.16 -0.19 0.11
H 2.9229 1.9699 3.1675 0.42 -0.42 0.21
O -2.0056 -7.1080 0.3843 0.88 -0.05 -0.53
C -2.1633 -6.2314 -0.4002 -0.98 0.01 1.42
O -3.3671 -5.8249 -0.7761 -0.55 1.10 -1.00
C -3.2257 -4.6885 -1.6712 -1.62 -0.43 -0.14
C -1.7801 -4.2730 -1.5542 -1.63 -0.11 0.76
F -1.7216 -3.1268 -0.7426 0.64 -1.33 -0.79
O -1.2154 -5.4124 -0.9205 1.43 1.13 -0.62
H -3.4197 -5.0555 -2.6960 -0.09 0.24 0.45
H -3.9743 -3.8989 -1.3889 0.92 -0.77 -0.24
H -1.4255 -4.0895 -2.5717 0.98 0.25 0.65
```
Positions in Å, forces in eV/Å.

Its SMILES is O=C1OC[C@@H](F)O1.O=C1OC[C@@H](F)O1.O=C1OC[C@@H](F)O1.O=C1OC[C@@H](F)O1.O=C1OC[C@@H](F)O1.O=C1OC[C@@H](F)O1. The value obtained for the largest force on an atom is 4.9 eV/A. The calculation puts the electronic energy at -72117.72174 eV. The calculation puts the energy above the lowest of the compared OMol25 structures with the same formula, charge and spin at 1.4864 eV.



This record from the OMol25 dataset describes an isolated ion of composition C8H16NO2S and charge +1 at a distorted geometry. The level of theory is wB97M-V/def2-TZVPD.

Structure (XYZ):
```
28
Properties=species:S:1:pos:R:3:forces:R:3
C -3.5990 -0.3760 -0.3960 -0.21 -0.05 0.05
O -2.1944 -0.5880 -0.4967 0.30 0.03 -0.04
C -1.3920 0.3036 0.2692 0.11 0.20 -0.19
O -1.5578 0.0769 1.6357 -0.03 -0.01 0.22
C 0.0502 -0.0038 -0.0436 -0.23 -0.72 0.17
C 0.5046 -1.2547 -0.1384 0.39 0.92 -0.06
N -0.3699 -2.4207 -0.0727 -0.23 0.05 0.08
S 2.2243 -1.4438 -0.3713 -0.01 -0.20 -0.14
C 2.4659 0.3423 0.0291 0.01 -0.11 0.25
C 2.9265 0.4638 1.4698 0.07 -0.04 -0.09
C 1.1149 1.0396 -0.2286 0.03 -0.02 -0.29
C 1.0325 1.6190 -1.6442 -0.05 -0.04 0.20
H -4.0561 -1.0398 -1.1253 -0.07 0.06 0.05
H -3.8482 0.6582 -0.6404 0.04 0.01 -0.03
H -3.9657 -0.6210 0.6036 0.01 0.00 -0.05
H -1.6364 1.3408 -0.0050 -0.09 -0.17 0.04
H -2.3140 0.5589 1.9908 0.02 0.06 -0.05
H -0.2944 -2.8956 0.8361 -0.04 0.09 -0.23
H -0.1451 -3.0929 -0.8152 -0.14 0.11 0.14
H -1.3427 -2.0068 -0.2074 0.25 -0.33 -0.01
H 3.2346 0.7069 -0.6523 -0.08 -0.01 -0.03
H 2.1515 0.1167 2.1503 -0.06 -0.04 0.09
H 3.1511 1.5032 1.6982 0.00 0.14 0.04
H 3.8270 -0.1225 1.6361 0.04 -0.02 0.06
H 0.9912 1.8467 0.4989 0.02 -0.03 0.05
H 1.2001 0.8383 -2.3823 0.02 -0.08 -0.10
H 1.7853 2.3910 -1.7741 0.06 0.10 -0.05
H 0.0560 2.0597 -1.8244 -0.11 0.09 -0.09
```
Positions in Å, forces in eV/Å.

Its SMILES is CO[C@@H](O)C1=C([NH3+])S[C@H](C)[C@H]1C. The value obtained for the largest force on an atom is 1.0 eV/A. The calculation puts the electronic energy at -24969.12846 eV. The calculation puts the energy above the lowest of the compared OMol25 structures with the same formula, charge and spin at 0.0000 eV. As for the total charge: +1.



This record from the OMol25 dataset describes an isolated ion of composition C5H9NO3P and charge +1 at a distorted geometry. The level of theory is wB97M-V/def2-TZVPD.

Structure (XYZ):
```
19
Properties=species:S:1:pos:R:3:forces:R:3
C 3.2516 0.6569 -1.1991 1.71 -1.65 -1.53
N 2.4452 1.1026 -0.5396 0.29 -1.76 -0.02
C 1.2839 1.5003 0.4168 1.10 3.21 -0.54
C 0.7213 2.6418 -0.4691 -0.38 -1.27 -0.63
O 0.4508 0.5601 0.7309 -0.32 -1.45 0.02
P -1.2696 0.4299 1.5367 1.63 -0.27 0.63
O -0.7097 -0.6938 2.5498 -0.96 2.57 1.58
C -0.6865 -2.0113 2.1302 0.50 0.60 -3.68
C -1.5290 -1.9510 0.7583 0.69 -0.90 0.97
O -1.9346 -0.5953 0.5560 -0.92 0.02 -0.04
H 4.0140 0.0764 -1.8425 -1.45 1.47 1.26
H 1.9951 1.8977 1.1862 -1.06 -0.30 0.18
H 0.7405 2.3937 -1.5587 0.18 0.02 0.87
H 1.2088 3.5869 -0.3263 -0.10 0.47 0.30
H -0.3117 2.5554 -0.2164 -0.90 1.11 0.20
H -1.2776 -2.6659 2.7275 0.51 -0.45 1.15
H 0.4012 -2.1405 1.9465 -0.87 -1.26 0.29
H -1.0231 -2.1470 -0.1540 0.81 -0.88 -0.46
H -2.3353 -2.6720 0.9189 -0.46 0.72 -0.56
```
Positions in Å, forces in eV/Å.

Its SMILES is C#[N+][C@@H](C)OP1OCCO1. The value obtained for the largest force on an atom is 3.8 eV/A. The calculation puts the electronic energy at -22243.39596 eV. The calculation puts the energy above the lowest of the compared OMol25 structures with the same formula, charge and spin at 1.1644 eV. As for the total charge: +1.



This record from the OMol25 dataset describes a 5-piece molecular cluster, C26H64Cl2N4 overall at a distorted geometry. The level of theory is wB97M-V/def2-TZVPD.

Structure (XYZ):
```
96
Properties=species:S:1:pos:R:3:forces:R:3
C -6.8946 -2.3013 4.3449 -1.34 -2.18 0.06
C -6.5474 -2.1472 2.8734 0.29 -0.29 -0.17
N -5.1225 -2.0627 2.5583 -0.66 0.84 -0.16
C -4.5090 -0.8242 2.9651 -0.36 0.29 0.21
C -3.3555 -0.4983 2.0382 1.21 1.36 -0.45
C -4.3303 -3.1711 3.0047 -1.05 -0.50 -0.19
C -4.8720 -4.4282 2.3528 1.68 -0.98 0.39
H -6.2364 -1.7390 4.9228 0.96 1.46 1.06
H -6.7659 -3.3270 4.7808 -0.15 0.53 -0.73
H -7.9429 -2.0223 4.5680 0.57 0.02 -0.19
H -6.9675 -2.9105 2.2184 -0.25 -0.13 0.31
H -6.9986 -1.2261 2.5520 -0.09 0.54 -0.34
H -5.2374 0.0262 2.9431 0.35 -0.83 -0.16
H -4.1941 -0.9045 4.0407 0.18 0.31 -0.60
H -3.2458 0.5866 2.0808 0.34 0.25 0.17
H -2.3612 -0.8901 2.3207 -0.56 -0.15 -0.03
H -3.4658 -0.6379 0.9393 -0.51 -0.58 0.90
H -4.4246 -3.2845 4.0982 0.26 -0.06 0.09
H -3.2857 -2.9866 2.7773 0.12 -0.07 -0.17
H -4.1774 -5.2449 2.6254 -0.75 -0.07 0.34
H -4.8004 -4.4623 1.2794 -0.18 0.65 -0.57
H -5.8951 -4.6028 2.6494 -0.08 -0.44 0.18
C 3.1779 -4.3088 -6.3229 0.41 -0.78 0.19
C 3.5638 -4.2122 -4.8469 -1.43 -1.49 0.02
N 2.4489 -3.9024 -3.9228 0.41 -0.23 -1.18
C 1.6855 -5.1375 -3.7110 0.25 0.98 0.80
C 0.2939 -4.8982 -3.1481 -0.80 -0.51 -0.45
C 2.9892 -3.3673 -2.6866 1.24 0.01 0.05
C 3.2719 -1.8581 -2.7481 -1.27 -0.20 -0.19
H 4.0712 -4.4971 -6.9077 0.44 0.41 -0.12
H 2.6742 -3.4372 -6.6883 -0.24 0.55 -0.14
H 2.6007 -5.1901 -6.5893 -0.53 -0.05 0.39
H 3.9837 -5.2162 -4.5343 0.15 0.96 -0.19
H 4.2620 -3.4341 -4.7233 1.18 0.74 0.09
H 1.5597 -5.6502 -4.6595 0.21 -0.10 -0.06
H 2.3150 -5.7423 -3.0328 -0.42 -0.43 -0.11
H -0.3942 -4.4953 -3.9170 0.44 -0.34 0.14
H -0.0806 -5.8878 -2.8332 -0.17 0.49 0.02
H 0.1785 -4.1977 -2.3245 0.50 -0.12 0.30
H 3.9761 -3.8341 -2.3969 -0.72 -0.14 -0.29
H 2.3005 -3.6552 -1.9042 -0.22 0.42 0.42
H 3.4432 -1.4572 -1.7651 0.22 0.13 0.52
H 2.4033 -1.3454 -3.1692 -0.09 0.00 0.09
H 4.1006 -1.5554 -3.3629 0.53 -0.29 -0.32
C 2.3347 -1.1109 2.8614 0.08 -0.29 1.07
C 1.1218 -0.3584 3.4212 0.88 -0.21 0.33
N 0.8591 0.8338 2.6815 0.55 0.41 -0.26
C -0.2541 1.5596 3.2336 -0.46 0.56 0.43
C -0.5287 2.8426 2.4770 -1.68 1.02 0.05
C 2.0366 1.6526 2.3670 -1.29 0.53 -0.09
C 2.7924 2.3076 3.5071 -1.20 -1.45 0.81
H 2.2297 -1.2565 1.7822 0.27 0.26 0.19
H 2.3266 -2.1239 3.3125 0.25 0.52 -0.20
H 3.2723 -0.5828 3.1576 -0.54 -0.59 -0.52
H 0.2634 -1.0060 3.3032 -0.40 -0.15 0.36
H 1.2790 -0.0953 4.5003 -0.11 -0.55 -0.41
H -1.1249 0.9042 3.1375 -0.01 0.07 0.15
H -0.1771 1.8249 4.3198 0.29 -0.38 -0.38
H 0.2017 3.6654 2.6743 -0.54 -0.73 -0.34
H -0.6347 2.6041 1.4087 0.39 0.32 0.09
H -1.5592 3.2504 2.7531 1.32 -0.50 -0.09
H 1.5679 2.4251 1.7709 0.65 0.31 -0.55
H 2.6835 1.0706 1.7417 0.43 -0.22 -0.36
H 2.1756 3.0386 4.0133 -0.15 0.15 0.24
H 3.6657 2.7796 3.1774 1.34 0.74 -0.63
H 3.0779 1.5274 4.2215 0.07 0.26 0.15
C -0.7891 4.6203 -1.8518 0.13 1.81 -0.97
C 0.4108 5.1714 -1.0728 -0.11 -0.26 1.02
N 1.6891 5.4415 -1.7130 -0.19 0.80 0.97
C 2.2809 4.3802 -2.4666 0.44 -1.11 0.12
C 2.6171 3.1261 -1.6220 -0.50 0.50 0.18
C 1.7143 6.7156 -2.3810 0.74 -0.51 -1.27
C 1.5821 7.9400 -1.5558 -1.92 1.75 1.26
H -1.6151 4.5675 -1.1669 -0.48 0.00 0.32
H -0.5743 3.6345 -2.1545 0.10 -1.26 -0.75
H -1.1299 5.2484 -2.7409 0.60 -0.78 1.07
H 0.0638 6.0339 -0.4867 0.41 0.11 -0.47
H 0.6260 4.4632 -0.2718 -0.08 -0.37 0.04
H 3.1763 4.7449 -2.9949 -0.17 0.01 0.48
H 1.6395 4.0105 -3.2489 -0.63 -0.05 -0.82
H 1.7032 2.5476 -1.3958 0.31 0.22 -0.21
H 3.0088 3.4397 -0.6484 0.31 -0.16 -0.21
H 3.3094 2.4774 -2.1683 -0.05 0.11 0.24
H 2.6678 6.7514 -2.9423 -0.41 0.12 0.16
H 0.9162 6.7428 -3.1232 -0.21 0.14 -0.49
H 2.3673 8.1978 -0.8499 0.43 -0.32 -0.20
H 1.3991 8.8186 -2.2138 0.42 -0.51 0.26
H 0.6466 7.9440 -0.9156 0.87 -0.24 -0.70
Cl -0.0404 -2.3300 0.7828 -0.12 -0.43 0.15
C 0.6175 -1.4527 -0.6151 -0.55 -0.40 -1.44
C 0.0486 -0.0376 -0.6129 -0.78 -0.57 -0.34
Cl -1.6524 -0.0495 -1.3382 1.00 0.14 0.20
H 0.2465 -2.0390 -1.5273 0.91 0.96 1.18
H 1.7189 -1.4548 -0.5410 -0.63 -0.01 -0.07
H 0.6600 0.6981 -1.1413 -0.22 -0.28 -0.05
H -0.1126 0.2340 0.4157 0.19 0.51 0.33
```
Positions in Å, forces in eV/Å.

Its SMILES is CCN(CC)CC.CCN(CC)CC.CCN(CC)CC.CCN(CC)CC.ClCCCl. The value obtained for the largest force on an atom is 2.9 eV/A. The calculation puts the electronic energy at -59003.08134 eV. The calculation puts the energy above the lowest of the compared OMol25 structures with the same formula, charge and spin at 0.0000 eV.



Question: Which of these has the highest electronic energy?
Answer: C5H9NO3P



Question: The highest electronic energy belongs to which entry?
Answer: C5H9NO3P